A cluster of 10 separate species, C63H81N10O3 in total at a distorted geometry. Source: the OMol25 dataset; level of theory: ωB97M-V with the def2-TZVPD basis set.

Calculated values
Gap between HOMO and LUMO in eV: 6.1
DFT total energy in eV: -87679.09525
Total charge: -1

Geometry (Å):
C: -1.386 -4.241 -3.153
C: -2.250 -3.107 -2.289
C: -2.871 -2.059 -3.401
C: -1.838 -0.872 -3.867
C: -1.481 0.212 -2.644
C: 0.155 0.506 -2.561
C: 0.531 1.994 -1.985
C: 0.763 2.076 -0.364
C: 2.264 1.558 0.129
C: 2.356 1.663 1.796
C: 2.475 3.223 2.330
C: 1.783 3.466 3.797
C: 0.144 3.493 3.797
C: -0.405 3.557 5.375
N: 0.616 4.157 6.322
C: -1.755 4.537 5.496
O: -2.530 4.193 6.701
C: -3.810 3.514 6.341
C: -4.158 2.476 7.566
C: -0.768 2.040 5.965
O: -0.425 1.691 7.232
O: -1.510 1.014 5.199
H: -0.936 -5.044 -2.431
H: -0.575 -3.729 -3.834
H: -2.198 -4.766 -3.854
H: -3.150 -3.722 -1.804
H: -1.626 -2.599 -1.438
H: -3.345 -2.640 -4.327
H: -3.787 -1.521 -2.859
H: -0.863 -1.263 -4.411
H: -2.412 -0.220 -4.685
H: -1.862 -0.225 -1.610
H: -2.014 1.257 -2.845
H: 0.526 0.480 -3.695
H: 0.637 -0.378 -1.936
H: -0.340 2.749 -2.284
H: 1.512 2.443 -2.492
H: -0.106 1.552 0.239
H: 0.723 3.228 -0.053
H: 3.056 2.289 -0.327
H: 2.441 0.438 -0.197
H: 1.330 1.229 2.187
H: 3.292 1.034 2.109
H: 3.643 3.419 2.481
H: 2.124 3.990 1.501
H: 2.157 4.501 4.204
H: 2.181 2.637 4.526
H: -0.365 2.554 3.298
H: -0.221 4.519 3.314
H: 1.387 3.495 6.558
H: 0.964 5.069 5.953
H: -2.438 4.491 4.545
H: -1.308 5.637 5.614
H: -4.660 4.319 6.158
H: -3.705 2.850 5.363
H: -3.989 3.062 8.587
H: -3.334 1.627 7.542
H: -5.254 2.071 7.441
N: 2.916 3.102 12.004
C: 2.257 1.924 11.944
C: 1.434 1.554 10.893
C: 1.272 2.447 9.839
C: 1.936 3.669 9.873
C: 2.740 3.947 10.966
H: 2.414 1.263 12.792
H: 0.931 0.594 10.895
H: 0.633 2.193 8.997
H: 1.829 4.387 9.067
H: 3.282 4.886 11.037
N: -3.029 2.996 -1.218
C: -4.284 3.031 -1.717
C: -5.425 3.048 -0.931
C: -5.274 3.024 0.451
C: -3.994 2.986 0.995
C: -2.913 2.975 0.128
H: -4.350 3.045 -2.801
H: -6.409 3.080 -1.386
H: -6.145 3.036 1.099
H: -3.842 2.966 2.068
H: -1.894 2.949 0.504
N: 2.684 -2.035 -2.342
C: 3.835 -1.523 -1.854
C: 4.998 -1.395 -2.597
C: 4.983 -1.823 -3.921
C: 3.813 -2.357 -4.451
C: 2.700 -2.440 -3.631
H: 3.797 -1.206 -0.816
H: 5.893 -0.973 -2.155
H: 5.876 -1.740 -4.534
H: 3.770 -2.700 -5.479
H: 1.762 -2.846 -3.999
N: 1.307 6.372 0.411
C: 2.109 7.210 1.104
C: 2.496 8.460 0.647
C: 2.038 8.876 -0.599
C: 1.212 8.034 -1.337
C: 0.876 6.805 -0.794
H: 2.443 6.839 2.069
H: 3.140 9.093 1.247
H: 2.322 9.848 -0.991
H: 0.839 8.329 -2.311
H: 0.232 6.114 -1.330
N: -1.090 -7.816 -1.667
C: -1.930 -8.194 -0.678
C: -1.525 -8.879 0.456
C: -0.178 -9.201 0.585
C: 0.711 -8.826 -0.418
C: 0.212 -8.141 -1.513
H: -2.971 -7.923 -0.826
H: -2.242 -9.155 1.221
H: 0.177 -9.738 1.460
H: 1.767 -9.062 -0.347
H: 0.866 -7.823 -2.321
N: 6.128 0.969 -5.959
C: 4.879 0.831 -6.456
C: 4.591 0.764 -7.810
C: 5.646 0.847 -8.712
C: 6.944 0.991 -8.231
C: 7.132 1.045 -6.859
H: 4.089 0.774 -5.712
H: 3.569 0.650 -8.152
H: 5.460 0.800 -9.781
H: 7.788 1.059 -8.908
H: 8.126 1.153 -6.435
N: 1.628 -6.896 -4.112
C: 1.355 -7.751 -5.122
C: 1.541 -7.447 -6.461
C: 2.034 -6.188 -6.787
C: 2.323 -5.285 -5.770
C: 2.107 -5.682 -4.460
H: 0.969 -8.720 -4.816
H: 1.308 -8.174 -7.230
H: 2.193 -5.914 -7.826
H: 2.708 -4.296 -5.991
H: 2.320 -5.014 -3.630
N: 1.181 -10.347 -8.619
C: 1.528 -11.119 -9.672
C: 0.682 -12.047 -10.258
C: -0.596 -12.198 -9.731
C: -0.981 -11.419 -8.645
C: -0.067 -10.514 -8.130
H: 2.536 -10.967 -10.045
H: 1.013 -12.639 -11.104
H: -1.286 -12.917 -10.163
H: -1.970 -11.513 -8.211
H: -0.321 -9.880 -7.285
N: -7.885 7.511 6.789
C: -8.724 7.133 7.778
C: -8.319 6.448 8.913
C: -6.972 6.126 9.042
C: -6.084 6.500 8.039
C: -6.583 7.186 6.943
H: -9.765 7.404 7.630
H: -9.037 6.171 9.677
H: -6.617 5.589 9.916
H: -5.028 6.264 8.109
H: -5.929 7.503 6.136

These are the Löwdin partial charges, in e, on atoms 1 to 99:
1 C -0.147
2 C -0.248
3 C -0.248
4 C -0.219
5 C -0.204
6 C -0.214
7 C -0.224
8 C -0.223
9 C -0.201
10 C -0.200
11 C -0.220
12 C -0.218
13 C -0.128
14 C -0.346
15 N 0.014
16 C -0.146
17 O -0.220
18 C -0.258
19 C -0.102
20 C -0.361
21 O -0.166
22 O -0.275
23 H 0.058
24 H 0.055
25 H 0.083
26 H 0.110
27 H 0.105
28 H 0.111
29 H 0.111
30 H 0.095
31 H 0.105
32 H 0.110
33 H 0.088
34 H 0.105
35 H 0.101
36 H 0.098
37 H 0.110
38 H 0.112
39 H 0.101
40 H 0.110
41 H 0.084
42 H 0.113
43 H 0.104
44 H 0.108
45 H 0.082
46 H 0.095
47 H 0.124
48 H 0.111
49 H 0.116
50 H 0.075
51 H 0.068
52 H 0.121
53 H 0.131
54 H 0.107
55 H 0.120
56 H 0.082
57 H 0.089
58 H 0.074
59 N 0.026
60 C -0.176
61 C -0.074
62 C -0.054
63 C -0.073
64 C -0.174
65 H 0.089
66 H 0.100
67 H 0.071
68 H 0.090
69 H 0.090
70 N 0.055
71 C -0.161
72 C -0.086
73 C -0.079
74 C -0.057
75 C -0.130
76 H 0.097
77 H 0.096
78 H 0.104
79 H 0.104
80 H 0.086
81 N 0.073
82 C -0.142
83 C -0.064
84 C -0.083
85 C -0.086
86 C -0.167
87 H 0.092
88 H 0.104
89 H 0.099
90 H 0.084
91 H 0.084
92 N 0.062
93 C -0.145
94 C -0.080
95 C -0.088
96 C -0.081
97 C -0.144
98 H 0.101
99 H 0.099

=====

The molecule C4H7N3O at a distorted geometry. Source: the OMol25 dataset; level of theory: ωB97M-V with the def2-TZVPD basis set.

Calculated values
Gap between HOMO and LUMO in eV: 7.3
DFT total energy in eV: -10774.83859
Energy above the lowest of the compared OMol25 structures with the same formula, charge and spin in kcal per mole: 113.2

Geometry (Å):
C: 1.592 1.621 -1.135
C: 1.010 0.363 -0.735
C: -0.133 -1.516 0.216
C: -1.058 -0.541 1.008
O: -0.076 0.757 1.150
N: 0.730 -0.779 -0.705
N: -0.173 -2.763 0.089
N: -2.245 -0.320 0.426
H: -0.767 1.434 1.127
H: -0.846 -3.162 0.744
H: -2.111 0.028 -0.528
H: -1.124 -0.949 2.025
H: 2.460 1.459 -1.780
H: 0.842 2.211 -1.666
H: 1.901 2.158 -0.235

Here is what natural (NBO) gives for the atomic charges, in e:
1 C -0.744
2 C 0.698
3 C 0.372
4 C 0.144
5 O -0.836
6 N -0.335
7 N -0.570
8 N -0.908
9 H 0.484
10 H 0.367
11 H 0.299
12 H 0.184
13 H 0.275
14 H 0.279
15 H 0.290

=====

A cluster of 3 separate species, C17H28BrN2O8P in total. Source: the OMol25 dataset; level of theory: ωB97M-V with the def2-TZVPD basis set.

Calculated values
Gap between HOMO and LUMO in eV: 9.1
DFT total energy in eV: -116774.94804

Geometry (Å):
C: 2.948 2.679 1.175
C: 1.860 3.298 0.297
N: 0.481 3.015 0.687
C: 0.138 1.634 1.003
C: -1.381 1.514 1.135
C: -2.174 2.488 1.982
C: -2.043 2.206 3.455
O: -1.133 1.688 4.000
Br: -3.582 2.825 4.483
C: -1.799 1.511 -0.315
O: -2.787 2.001 -0.785
N: -0.812 0.824 -1.061
C: 0.399 0.704 -0.210
P: 0.793 -1.039 0.371
C: 0.190 -2.037 -1.060
C: 2.626 -1.105 0.050
C: 3.438 -1.647 1.245
H: 2.826 1.601 1.294
H: 3.929 2.851 0.726
H: 2.957 3.132 2.168
H: 1.972 4.383 0.319
H: 2.008 3.010 -0.747
H: 0.221 3.624 1.452
H: 0.612 1.264 1.919
H: -1.549 0.490 1.499
H: -1.870 3.527 1.819
H: -3.226 2.455 1.700
H: -1.188 -0.067 -1.364
H: 1.247 1.093 -0.773
H: 0.803 -2.937 -1.113
H: 0.283 -1.522 -2.018
H: -0.842 -2.356 -0.907
H: 2.959 -0.096 -0.202
H: 2.785 -1.718 -0.838
H: 2.790 -2.110 1.990
H: 4.169 -2.391 0.927
H: 3.980 -0.845 1.747
O: -5.899 -1.134 3.812
C: -5.777 -0.584 2.769
O: -4.695 -0.690 1.958
C: -5.001 -0.077 0.700
C: -6.112 0.885 1.077
O: -6.697 0.240 2.213
H: -4.116 0.419 0.318
H: -5.336 -0.848 0.004
H: -5.729 1.859 1.386
H: -6.865 1.016 0.306
O: 1.071 -4.712 -3.617
C: 2.112 -4.180 -3.818
O: 3.071 -4.630 -4.657
C: 4.071 -3.618 -4.801
C: 3.893 -2.808 -3.527
O: 2.510 -3.024 -3.229
H: 5.047 -4.085 -4.895
H: 3.853 -3.035 -5.697
H: 4.494 -3.194 -2.702
H: 4.075 -1.744 -3.649

Here is what natural (NBO) gives for the atomic charges, in e:
1 C -0.634
2 C -0.215
3 N -0.645
4 C -0.050
5 C -0.346
6 C -0.525
7 C 0.556
8 O -0.493
9 Br -0.056
10 C 0.726
11 O -0.571
12 N -0.654
13 C -0.329
14 P 0.765
15 C -0.952
16 C -0.710
17 C -0.616
18 H 0.198
19 H 0.215
20 H 0.210
21 H 0.204
22 H 0.184
23 H 0.359
24 H 0.208
25 H 0.253
26 H 0.256
27 H 0.258
28 H 0.398
29 H 0.212
30 H 0.256
31 H 0.227
32 H 0.233
33 H 0.219
34 H 0.226
35 H 0.218
36 H 0.208
37 H 0.210
38 O -0.566
39 C 0.968
40 O -0.500
41 C -0.107
42 C -0.096
43 O -0.491
44 H 0.214
45 H 0.185
46 H 0.186
47 H 0.205
48 O -0.564
49 C 0.968
50 O -0.486
51 C -0.099
52 C -0.101
53 O -0.503
54 H 0.207
55 H 0.188
56 H 0.187
57 H 0.206